## i
The following is a quantum chemistry calculation of the molecule C3H4N4, from OMol25.

```
11
C3H4N4 (the ωB97M-V functional and the def2-TZVPD basis)
C 0.201 0.683 0.138
C -1.562 -0.692 0.007
C 0.605 -0.802 0.008
H 1.894 1.570 -0.159
H -1.929 1.371 -0.335
H -2.578 -0.957 -0.182
H 2.572 -0.677 0.282
N 0.834 1.768 -0.089
N -1.211 0.606 0.299
N -0.611 -1.495 -0.063
N 1.785 -1.374 0.094
```

Summary:
Kohn-Sham gap	0.3397	Ha
2S+1	1
SMILES	[H]/N=C1/N=CN/C1=N/[H]

Mulliken population analysis, charges in e, atoms 1 to 6: atom 1 (C): 0.382, atom 2 (C): -0.045, atom 3 (C): 0.598, atom 4 (H): 0.240, atom 5 (H): 0.350, atom 6 (H): 0.397



## ii
The following is a quantum chemistry calculation of a cluster of 2 separate species, C3H4N4 in total, from OMol25.

```
11
C3H4N4 (the ωB97M-V functional and the def2-TZVPD basis)
C -0.067 2.419 0.259
C 0.755 0.223 -0.068
C 0.206 1.118 0.734
N -0.282 3.429 -0.283
N -3.284 0.133 0.644
N -2.599 0.042 -0.250
N -1.754 -0.102 -1.077
H 0.885 0.486 -1.054
H 0.540 -0.777 0.189
H -0.141 1.092 1.769
H -2.104 0.052 -1.973
```

Summary:
Kohn-Sham gap	0.3834	Ha
2S+1	1

Mulliken population analysis, charges in e, atoms 1 to 6: atom 1 (C): 0.359, atom 2 (C): -0.594, atom 3 (C): -0.353, atom 4 (N): -0.408, atom 5 (N): -0.460, atom 6 (N): 0.810



Best to worst by energy: i, ii.



## i
The following is a quantum chemistry calculation of the molecule C3H4N4, from OMol25.

```
11
C3H4N4 (the ωB97M-V functional and the def2-TZVPD basis)
N 1.661 0.130 -0.927
C 0.617 -0.146 -0.043
C 0.021 0.829 0.771
N -1.217 0.755 1.226
C -1.923 0.143 0.231
N -1.432 -0.948 -0.369
N -0.208 -1.278 -0.359
H 2.165 0.967 -0.662
H 2.282 -0.656 -1.074
H 0.980 -0.274 1.153
H -2.952 0.413 0.035
```

Summary:
Kohn-Sham gap	0.2846	Ha
2S+1	1

Mulliken population analysis, charges in e, atoms 1 to 6: atom 1 (N): -0.584, atom 2 (C): 0.771, atom 3 (C): -0.225, atom 4 (N): -0.441, atom 5 (C): -0.035, atom 6 (N): -0.085



## ii
The following is a quantum chemistry calculation of the molecule C3H4N4, from OMol25.

```
11
C3H4N4 (the ωB97M-V functional and the def2-TZVPD basis)
C 0.484 -0.328 0.262
C 0.708 -0.748 -1.098
C -0.423 0.678 -0.008
H -0.885 -0.467 2.318
H 1.167 -1.791 -1.141
H -0.841 1.967 -1.701
H -0.951 1.320 0.741
N 0.274 -0.715 2.426
N 1.028 -0.875 1.395
N 0.079 0.050 -1.957
N -0.638 0.907 -1.235
```

Summary:
Kohn-Sham gap	0.3428	Ha
2S+1	1
SMILES	[H]/N=N\c1cn[nH]c1

Mulliken population analysis, charges in e, atoms 1 to 6: atom 1 (C): 0.520, atom 2 (C): -0.133, atom 3 (C): -0.445, atom 4 (H): 0.236, atom 5 (H): 0.318, atom 6 (H): 0.348



## iii
The following is a quantum chemistry calculation of the molecule C3H4N4, from OMol25.

```
11
C3H4N4 (the ωB97M-V functional and the def2-TZVPD basis)
N 1.914 -0.098 -1.118
C 0.749 0.230 -0.751
C 0.368 0.972 0.469
N -0.613 0.549 1.148
C -1.270 -0.602 0.566
N -1.288 -0.754 -0.898
N -0.311 -0.345 -1.528
H 2.570 0.319 -0.464
H -0.733 -1.503 0.882
H 0.925 1.850 0.811
H -2.310 -0.618 0.883
```

Summary:
Kohn-Sham gap	0.3243	Ha
2S+1	1
SMILES	[H]/N=C1\C=NCN=N1

Mulliken population analysis, charges in e, atoms 1 to 6: atom 1 (N): -0.569, atom 2 (C): 0.515, atom 3 (C): -0.016, atom 4 (N): -0.443, atom 5 (C): -0.351, atom 6 (N): -0.195



## iv
The following is a quantum chemistry calculation of a cluster of 2 separate species, C3H4N4 in total, from OMol25.

```
11
C3H4N4 (the ωB97M-V functional and the def2-TZVPD basis)
C -0.477 -0.656 -0.150
C 1.815 -1.111 0.158
C 0.168 1.592 0.043
N -2.101 0.740 -0.090
N -1.594 -1.360 -0.113
N -2.580 -0.450 -0.026
N -0.789 0.685 -0.048
H 2.131 -1.411 -0.914
H 2.150 -1.900 0.870
H 0.037 2.618 0.513
H 1.240 1.254 -0.242
```

Summary:
Kohn-Sham gap (alpha / beta)	0.3460 / 0.2336	Ha
2S+1	1

Mulliken population analysis, charges in e, atoms 1 to 6: atom 1 (C): 0.143, atom 2 (C): -0.490, atom 3 (C): -0.277, atom 4 (N): -0.469, atom 5 (N): -0.285, atom 6 (N): -0.250



Best to worst by energy: iii, ii, i, iv.



## i
The following is a quantum chemistry calculation of a cluster of 16 separate species, H32O16 in total, from OMol25.

```
48
H32O16 (the ωB97M-V functional and the def2-TZVPD basis)
O -3.529 -0.226 1.124
H -4.075 -0.918 1.447
H -2.882 -0.707 0.685
O 1.230 0.277 -2.791
H 1.748 0.733 -2.117
H 1.744 0.334 -3.648
O 2.087 -3.209 1.017
H 1.724 -2.811 0.248
H 1.758 -4.098 1.043
O -0.854 -3.945 1.351
H -1.703 -4.057 1.736
H -0.742 -2.987 1.263
O 1.292 -1.721 -1.068
H 1.075 -2.477 -1.610
H 1.684 -1.080 -1.634
O 3.262 -0.822 1.305
H 2.609 -0.435 0.732
H 3.035 -1.736 1.365
O -0.883 -1.077 2.453
H -0.754 -0.316 1.910
H -1.777 -1.313 2.477
O -2.078 1.638 2.767
H -2.518 1.049 3.376
H -2.420 1.234 1.942
O 2.232 3.865 -0.163
H 1.882 3.954 -1.062
H 1.384 3.610 0.345
O 2.364 1.271 -0.604
H 3.304 1.060 -0.608
H 2.374 2.143 -0.209
O -1.982 1.914 -0.831
H -1.285 1.358 -0.445
H -1.471 2.360 -1.505
O -1.164 -1.079 -2.832
H -0.339 -0.563 -2.643
H -1.616 -1.383 -2.094
O 1.274 2.191 2.071
H 0.524 2.761 2.083
H 1.998 2.794 2.339
O -0.238 0.255 0.184
H 0.493 0.796 -0.117
H -0.050 -0.595 -0.255
O -2.418 -2.082 -0.477
H -3.366 -2.003 -0.695
H -2.308 -3.018 -0.282
O -0.011 2.905 -2.184
H -0.222 2.381 -2.985
H -0.393 3.774 -2.405
```

Summary:
Kohn-Sham gap	0.3601	Ha
2S+1	1

Mulliken population analysis, charges in e, atoms 1 to 6: atom 1 (O): -0.588, atom 2 (H): 0.297, atom 3 (H): 0.312, atom 4 (O): -0.675, atom 5 (H): 0.425, atom 6 (H): 0.289



## ii
The following is a quantum chemistry calculation of a cluster of 16 separate species, H32O16 in total, from OMol25.

```
48
H32O16 (the ωB97M-V functional and the def2-TZVPD basis)
O -0.813 -2.953 -0.120
H -0.285 -2.214 0.160
H -1.543 -2.574 -0.579
O 1.436 -2.349 -1.954
H 0.948 -3.112 -1.637
H 1.893 -2.124 -1.129
O 2.697 2.497 0.943
H 2.551 1.860 1.612
H 1.761 2.578 0.695
O 4.527 -0.087 -0.183
H 4.820 0.779 0.119
H 3.631 0.027 -0.460
O -1.159 0.439 3.160
H -0.859 -0.288 3.651
H -1.520 0.045 2.353
O -2.958 -1.213 1.435
H -2.667 -1.231 0.500
H -3.891 -1.501 1.398
O -0.825 -0.703 -2.998
H -0.746 -1.508 -3.510
H -0.021 -0.804 -2.455
O 0.571 2.765 -1.061
H 0.037 2.979 -0.235
H -0.137 2.559 -1.611
O 0.070 -0.279 0.133
H -0.685 0.229 -0.143
H 0.769 0.113 -0.388
O 1.784 0.223 2.194
H 1.428 -0.136 3.022
H 1.198 -0.124 1.503
O 2.397 -2.172 0.491
H 2.665 -1.442 0.993
H 3.261 -2.583 0.248
O -4.574 0.655 -0.001
H -4.858 0.272 -0.853
H -3.622 0.609 0.023
O -0.037 2.823 1.530
H -0.020 1.934 1.786
H 0.298 3.364 2.225
O -2.927 -1.427 -1.309
H -2.258 -1.149 -1.937
H -3.331 -2.127 -1.775
O -1.949 1.432 -0.039
H -1.825 1.705 -0.943
H -1.731 2.204 0.486
O 2.069 0.427 -1.502
H 2.246 1.348 -1.395
H 2.182 0.232 -2.444
```

Summary:
Kohn-Sham gap	0.3785	Ha
2S+1	1

Mulliken population analysis, charges in e, atoms 1 to 6: atom 1 (O): -0.742, atom 2 (H): 0.140, atom 3 (H): 0.410, atom 4 (O): -0.659, atom 5 (H): 0.366, atom 6 (H): 0.311



Best to worst by energy: ii, i.